A 5-piece molecular cluster, C10H8Cl12O4 overall in a non-equilibrium geometry, computed with ωB97M-V/def2-TZVPD.

```
34
Properties=species:S:1:pos:R:3:forces:R:3:nbo_charge:R:1
O 12.611 18.363 12.146 1.007 0.027 -0.587 -0.570
C 12.006 17.350 12.436 -1.621 0.873 -0.052 0.492
C 12.082 16.057 11.826 -0.867 0.403 0.697 -0.410
C 11.215 15.205 12.449 1.549 -0.590 -0.874 0.352
O 11.259 13.939 12.114 -0.119 -0.418 -0.594 -0.618
C 10.273 15.446 13.629 0.416 1.900 0.375 0.485
O 9.680 14.479 14.022 -0.585 -1.150 0.303 -0.550
C 10.197 16.779 14.217 -0.419 -1.044 -0.174 -0.415
C 10.910 17.695 13.567 2.342 0.477 -0.362 0.342
O 11.080 18.960 13.889 -0.128 0.018 -0.384 -0.635
H 12.708 15.831 10.934 -0.524 0.086 1.097 0.259
H 10.597 13.475 12.643 -0.451 -0.292 0.363 0.509
H 9.626 16.953 15.129 -0.016 -0.018 -0.448 0.250
H 11.797 19.264 13.222 -0.656 -0.298 0.650 0.506
Cl 5.390 7.303 13.239 0.720 -0.353 -0.334 0.027
C 6.775 7.120 12.130 0.748 0.122 0.078 -0.275
Cl 8.261 7.908 12.788 -0.613 0.095 -0.097 -0.012
Cl 6.344 7.804 10.555 0.170 -0.114 0.207 0.025
H 7.153 6.095 11.993 -1.018 0.320 0.149 0.240
Cl 3.934 15.506 13.823 -0.201 0.094 -0.120 0.048
C 5.633 15.348 14.135 1.345 -0.937 0.348 -0.288
Cl 6.069 15.974 15.765 -0.154 -0.019 -0.657 -0.003
Cl 6.652 16.078 12.851 -0.460 -0.023 0.468 0.000
H 5.928 14.276 14.156 -0.451 0.853 -0.089 0.241
Cl 4.612 9.046 7.665 -0.732 -0.778 0.269 0.042
C 5.457 10.487 7.252 0.264 1.515 1.102 -0.325
Cl 5.211 10.925 5.590 -0.142 0.207 -0.603 0.037
Cl 7.189 10.232 7.570 -0.031 0.267 0.085 0.006
H 5.081 11.343 7.898 0.641 -1.207 -0.809 0.243
Cl 7.555 11.939 13.770 -0.205 -0.107 -0.056 0.024
C 7.094 11.432 12.141 0.530 -1.620 0.000 -0.305
Cl 8.564 11.399 11.119 -0.300 0.125 0.061 -0.003
Cl 5.861 12.450 11.476 -0.367 0.352 -0.222 0.040
H 6.728 10.369 12.150 0.331 1.234 0.208 0.241
```
Forces are in eV/Å.

As for the HOMO-LUMO gap: 8.44 eV. Its HOMO energy is -9.53 eV. As for the SMILES: O=C1C=C(O)C(=O)C=C1O.ClC(Cl)Cl.ClC(Cl)Cl.ClC(Cl)Cl.ClC(Cl)Cl. The calculation puts the calculated total energy at -168957.4539 eV. Its energy above the lowest of the compared OMol25 structures with the same formula, charge and spin is 0.0 kcal/mol.